The following is a DFT calculation (ωB97M-V/def2-TZVPD) of a gas-phase ion, C6H12NO (charge +1).

Last column: Mulliken charge in e.
Geometry (Å):
C1 2.0319 0.9514 0.9243  -1.4242
C2 1.2432 0.2614 -0.1602  0.4099
C3 2.0649 -0.9734 -0.6641  -1.3606
C4 -0.1100 -0.3039 0.3076  0.5448
O1 -0.3653 -1.1846 1.0231  -0.5456
C5 -1.3725 0.4382 -0.1785  -0.1752
C6 -2.5517 -0.2652 -0.8139  -0.5948
N1 -2.5660 -0.0010 0.5915  -0.1232
H1 2.2783 0.3594 1.7872  0.3769
H2 2.9413 1.3577 0.5233  0.4024
H3 1.5069 1.8302 1.2866  0.3803
H4 0.9493 0.9809 -0.9267  0.2713
H5 1.8367 -1.8253 -0.2034  0.4820
H6 3.0417 -0.4628 -0.9147  0.3157
H7 1.7720 -1.2987 -1.7073  0.3555
H8 -1.2858 1.4508 -0.4315  0.4857
H9 -3.2229 0.2876 -1.4157  0.3203
H10 -2.6430 -1.3029 -1.1505  0.2740
H11 -3.2014 0.5805 0.9661  0.2377
H12 -2.3475 -0.8803 1.1568  0.3670

Summary:
- net charge = +1
- HOMO level (eV) = -14.389
- structure (SMILES) = CC(C)C(=O)[C@H]1C[NH2+]1

=====

The following is a DFT calculation (ωB97M-V/def2-TZVPD) of a gas-phase ion, C6H12NO (charge +1).

Last column: Mulliken charge in e.
Geometry (Å):
C1 0.3556 -1.2150 -2.2382  -0.8749
C2 0.9558 -0.4092 -1.3960  0.6823
O1 1.4437 0.8635 -1.8078  -0.5307
C3 1.2790 -0.5737 0.0610  -0.6761
N1 0.6417 0.5895 0.9092  -0.1268
C4 -0.8555 0.4185 0.8868  0.5665
C5 -1.5357 1.1488 -0.0727  -0.8991
C6 -1.3531 -0.2298 2.1600  -1.2716
H1 0.3836 -1.0149 -3.3346  0.2308
H2 -0.0410 -2.1349 -1.8687  0.2799
H3 1.5964 0.9481 -2.7572  0.3305
H4 0.9733 -1.5750 0.4327  0.3605
H5 2.3393 -0.5986 0.1820  0.4371
H6 1.0839 0.4009 1.8106  0.4138
H7 0.9006 1.4915 0.5190  0.3968
H8 -2.6714 1.1571 -0.0401  0.2610
H9 -1.0773 1.7336 -0.8115  0.3310
H10 -1.2073 0.5973 2.8530  0.3571
H11 -0.8541 -1.1420 2.5876  0.3198
H12 -2.3577 -0.4559 1.9250  0.4120

Summary:
- net charge = +1
- HOMO level (eV) = -13.459
- structure (SMILES) = C=C(O)C[NH2+]C(=C)C

=====

The following is a DFT calculation (ωB97M-V/def2-TZVPD) of 2 unconnected molecules or ions with the total composition C6H12NO.

Last column: Mulliken charge in e.
Geometry (Å):
O1 -1.3665 -0.8225 -1.5987  -0.4644
C1 -0.5429 0.0342 -2.0949  -0.1176
C2 0.1633 0.9338 -1.2689  0.0455
C3 -0.2597 1.0600 0.2341  -0.5638
C4 0.8376 0.5534 1.0760  -0.2102
C5 1.7352 1.1407 1.9074  0.1016
C6 2.7603 0.6690 2.8833  -1.2956
N1 -3.6464 -2.6700 -2.3361  -0.5876
H1 -0.4626 0.1310 -3.1241  0.4864
H2 1.0203 1.5023 -1.6249  0.4149
H3 -0.5213 2.0707 0.4918  0.4514
H4 -1.1014 0.4792 0.2692  0.3422
H5 0.9196 -0.6096 1.0015  0.2373
H6 1.6038 2.2282 2.1135  0.2740
H7 2.8626 -0.3065 2.8685  0.4422
H8 3.6996 1.0013 2.4466  0.3413
H9 2.6965 1.0153 3.8813  0.3584
H10 -2.8761 -2.0355 -2.2727  0.2978
H11 -3.8792 -3.0053 -3.2310  0.2321
H12 -3.6427 -3.3697 -1.6217  0.2139

Summary:
- net charge = +1
- HOMO level (eV) = -12.060

=====

The following is a DFT calculation (ωB97M-V/def2-TZVPD) of a single C6H12NO2PS molecule.

Last column: Mulliken charge in e.
Geometry (Å):
C1 2.6202 1.1491 0.3392  -1.3175
C2 1.6160 0.0144 0.2303  -0.2484
O1 0.8786 0.1739 -0.9827  -0.3967
C3 -0.2940 -0.5803 -1.0783  -0.0527
C4 -0.3120 -1.9509 -0.4226  -0.6742
C5 -0.8815 -1.7295 0.9574  0.3154
O2 -0.6883 -2.3650 1.9731  -0.5913
N1 -1.7254 -0.5921 0.8664  -0.2028
C6 -1.5366 0.0866 -0.4016  -0.3473
P1 -1.2802 1.8850 -0.1474  0.1824
S1 -2.8113 2.7804 0.6735  -0.4307
H1 2.8269 1.5650 -0.6382  0.3129
H2 2.2191 1.9507 0.9481  0.2916
H3 3.5371 0.7953 0.7877  0.3894
H4 2.1354 -0.9367 0.1939  0.3597
H5 0.9552 0.0429 1.0923  0.3578
H6 -0.4932 -0.7195 -2.1328  0.4551
H7 0.5356 -2.6105 -0.5309  0.3467
H8 -1.1237 -2.4671 -0.9398  0.3761
H9 -2.6767 -0.8225 1.0951  0.2817
H10 -2.4036 -0.0660 -1.0347  0.4979
H11 -1.0056 2.3887 -1.4250  0.0874
H12 -0.0920 2.0081 0.5767  0.0074

Summary:
- HOMO level (eV) = -8.727
- structure (SMILES) = CCO[C@H]1CC(=O)N[C@H]1[PH2]=S

=====

The following is a DFT calculation (ωB97M-V/def2-TZVPD) of 2 unconnected molecules or ions with the total composition C6H12NO6.

Last column: Mulliken charge in e.
Geometry (Å):
C1 -1.5116 -3.1020 -0.2315  -1.3642
C2 -0.8973 -1.8307 0.3387  -0.2288
C3 0.0406 -1.1794 -0.6355  -0.5637
C4 0.7202 0.0794 -0.0540  -0.5977
C5 -0.2207 1.2769 0.1599  0.6475
C6 0.4514 2.5944 0.4886  -1.5258
O1 -0.8312 1.2825 -1.0285  -0.5096
O2 -2.7491 2.0233 -0.3609  0.0315
O3 -2.4946 2.7919 0.5823  -0.0460
O4 1.7290 0.4564 -0.9679  -0.3901
N1 3.0839 0.6809 -0.2295  1.0057
O5 3.9987 0.9433 -0.9718  -0.5428
O6 3.0750 0.5658 0.9756  -0.4774
H1 -2.1807 -3.5457 0.5053  0.3890
H2 -2.0911 -2.8779 -1.1311  0.3307
H3 -0.7366 -3.8288 -0.4876  0.3329
H4 -1.6871 -1.1177 0.5999  0.2285
H5 -0.3366 -2.0433 1.2567  0.3146
H6 0.8551 -1.8615 -0.9041  0.3264
H7 -0.5007 -0.8688 -1.5400  0.3369
H8 1.1756 -0.1620 0.8984  0.7981
H9 -0.7537 0.9544 1.0872  0.4146
H10 0.9965 2.5367 1.4351  0.3106
H11 1.1387 2.8170 -0.3355  0.3345
H12 -0.2740 3.4151 0.5503  0.4445

Summary:
- spin multiplicity = 2
- HOMO level (alpha / beta) (eV) = -10.311 / -10.751
- <S²> = 1.645

=====

The following is a DFT calculation (ωB97M-V/def2-TZVPD) of 2 unconnected molecules or ions with the total composition C6H12NP.

Last column: Mulliken charge in e.
Geometry (Å):
C1 -1.2964 -3.1174 -1.1430  -0.1683
C2 1.3059 -0.6853 -0.9689  -1.0664
C3 0.1925 0.0407 -0.2909  -0.4716
C4 -1.0400 2.0663 0.1758  -1.6589
C5 1.0083 1.3788 1.5199  -1.2599
C6 0.2373 1.4159 0.2092  1.3087
N1 -0.9705 -3.1418 0.0521  -0.3567
P1 -0.0959 -0.3644 -2.1105  -0.0816
H1 -1.6896 -3.9465 -1.7931  0.2587
H2 2.2361 -0.2826 -1.4348  0.3220
H3 1.4767 -1.6849 -0.6340  0.3426
H4 -0.5118 -0.6558 0.2563  0.3028
H5 -1.1380 3.0537 0.4555  0.5090
H6 -1.6553 1.3954 0.7151  0.3807
H7 -1.2629 2.1868 -0.9451  0.2931
H8 0.3721 1.7403 2.3127  0.3259
H9 1.9425 2.1062 1.6136  0.2415
H10 1.4337 0.3861 1.8203  0.3179
H11 0.8904 1.9894 -0.4166  0.2299
H12 -1.4351 -3.8808 0.6063  0.2305

Summary:
- HOMO level (alpha / beta) (eV) = -7.625 / -8.352

=====

The following is a DFT calculation (ωB97M-V/def2-TZVPD) of a gas-phase ion, C6H12NS (charge +1).

Last column: Mulliken charge in e.
Geometry (Å):
C1 2.1683 0.4861 -0.1134  0.4185
C2 -0.3791 -2.1585 0.0556  -1.2884
C3 -0.8015 0.5331 -1.3559  -1.7704
C4 -0.7410 1.5255 1.0028  -1.6440
C5 -0.7590 -0.9269 0.8215  -0.5231
C6 -0.3456 0.3737 0.0833  1.3420
N1 1.0205 0.4909 0.0986  -0.0624
S1 3.9835 0.3980 -0.0365  -0.0040
H1 -1.0967 -2.8363 0.2837  0.4075
H2 0.5636 -2.7309 0.3090  0.3083
H3 -0.3147 -1.9798 -1.0241  0.3406
H4 -0.4663 1.4373 -1.7619  0.5310
H5 -1.8343 0.4252 -1.6386  0.3946
H6 -0.2603 -0.1384 -2.0734  0.3952
H7 0.0729 1.9770 1.5468  0.4186
H8 -1.1831 2.3414 0.4873  0.4090
H9 -1.4581 1.1910 1.7952  0.3189
H10 -1.8696 -0.8491 0.5679  0.3458
H11 -0.4579 -0.7944 1.9106  0.4609
H12 4.1584 1.2352 -0.9585  0.2015

Summary:
- net charge = +1
- HOMO level (eV) = -15.097

=====

The following is a DFT calculation (ωB97M-V/def2-TZVPD) of a gas-phase ion, C6H12NS (charge +1).

Last column: Mulliken charge in e.
Geometry (Å):
C1 1.4664 1.0617 1.6924  -1.5104
C2 0.8746 0.2534 0.5601  0.4550
C3 -0.2288 -0.7291 0.8394  -0.3299
C4 -0.4766 -1.8348 -0.1411  -0.7505
C5 -0.7552 -1.2301 -1.5344  -0.5790
N1 -0.5544 0.2650 -1.4945  -0.0276
C6 -0.3893 0.7757 -0.1113  -0.2780
S1 -1.3921 2.1352 0.3614  -0.1532
H1 0.8510 0.9962 2.5851  0.3389
H2 1.5597 2.1100 1.4121  0.3513
H3 2.4617 0.6949 1.9261  0.3909
H4 1.6304 -0.0775 -0.1501  0.4200
H5 -0.7163 -0.7236 1.7968  0.4133
H6 -1.3311 -2.4251 0.1865  0.3469
H7 0.3869 -2.5016 -0.1854  0.3271
H8 -0.1023 -1.6497 -2.2983  0.3238
H9 -1.7854 -1.4259 -1.8274  0.3180
H10 0.2776 0.5078 -2.0452  0.3718
H11 -1.3560 0.7433 -1.9211  0.4003
H12 -0.4207 3.0542 0.3490  0.1712

Summary:
- net charge = +1
- HOMO level (eV) = -13.301
- structure (SMILES) = C[C@H]1[C@@H]2CC[NH2+][C@]12S

=====

The following is a DFT calculation (ωB97M-V/def2-TZVPD) of a gas-phase ion, C6H12NS (charge +1).

Last column: Mulliken charge in e.
Geometry (Å):
C1 1.5727 -1.8478 0.6859  -0.8050
C2 0.1538 -0.3897 -0.5673  0.0978
C3 1.1522 -0.6071 0.5603  0.5354
C4 1.6676 0.7075 1.2026  -1.3498
C5 -1.5411 1.0986 -1.4095  -1.0738
C6 -1.6879 -0.1109 0.8362  -0.8058
N1 -1.0117 0.2194 -0.3793  0.1611
S1 0.1982 -0.6411 -2.2995  -0.1761
H1 1.0735 -2.6242 0.1597  0.3148
H2 2.4154 -2.1419 1.2676  0.3535
H3 2.4478 0.8699 0.5955  0.3951
H4 1.0651 1.5666 1.2285  0.3755
H5 1.8793 0.4873 2.1946  0.4269
H6 -2.3304 1.6397 -0.8843  0.3543
H7 -0.8772 1.7029 -1.9802  0.3398
H8 -1.9077 0.4354 -2.1183  0.5749
H9 -2.7779 -0.3400 0.5842  0.3954
H10 -1.1079 -0.8720 1.4078  0.3233
H11 -1.7272 0.8298 1.4942  0.3503
H12 1.3434 0.0175 -2.5785  0.2123

Summary:
- spin multiplicity = 3
- net charge = +1
- HOMO level (alpha / beta) (eV) = -11.457 / -13.983
- <S²> = 2.012

=====

The following is a DFT calculation (ωB97M-V/def2-TZVPD) of 2 unconnected molecules or ions with the total composition C6H12O.

Last column: Mulliken charge in e.
Geometry (Å):
C1 1.0646 -1.4956 0.3961  -1.3044
C2 0.9378 -0.7939 -0.9222  0.7479
C3 -0.2470 -0.1300 -1.2127  -1.0403
C4 -1.5121 -0.3771 -0.5740  -0.0501
C5 -2.3988 0.5179 -0.0596  -1.0428
C6 2.1993 -0.2567 -1.5528  -1.3553
H1 2.0826 -1.6818 0.7232  0.4672
H2 0.5577 -0.9276 1.1988  0.1937
H3 0.5216 -2.4525 0.4452  0.2608
H4 -0.2792 0.5512 -2.0739  0.3521
H5 -1.6998 -1.4299 -0.3284  0.2373
H6 -2.1794 1.5804 -0.1273  0.3350
H7 -3.2980 0.2581 0.4702  0.2991
H8 3.0911 -0.4438 -0.9467  0.3644
H9 2.4131 -0.5770 -2.5795  0.2092
H10 2.0953 0.8398 -1.6531  0.3607
H11 -1.4380 1.5571 3.0238  0.3255
H12 -0.5662 2.7539 2.6256  0.3217
O1 -1.3447 2.5076 3.1474  -0.6816

Summary:
- spin multiplicity = 2
- net charge = -1
- HOMO level (alpha / beta) (eV) = 0.408 / -2.997
- <S²> = 0.766

=====

Energy relative to the best compared isomer or geometry (same formula, charge and spin) / kcal/mol: 43.3; 32.5; 124.9; 0.0; 0.0; 83.5; 58.8; 24.3; 41.3; 24.8
DFT total energy / Eh: -365.48029; -365.49749; -365.35033; -1180.58731; -741.64955; -631.72249; -688.41424; -688.46921; -688.29091; -310.96404